1.
DFT (the ωB97M-V functional and the def2-TZVPD basis) results for 5 unconnected molecules or ions with the total composition C16H42O9 in a non-equilibrium geometry.

Results
- SMILES: COCCOC.COCCOC.COCCOC.COCCOC.O
- Molecular weight: 378.503 g/mol
- Spin multiplicity: 1
- Net charge: 0
- E_HOMO: -9.265 eV
- LUMO level: 0.6 eV
- Kohn-Sham gap: 9.84 eV
- ΔE to the lowest compared entry with this formula, charge and spin: 4.392 eV

Last columns: bonded neighbours and bond lengths (Å).
Atoms and positions in Å:
1 C 2.76 43.01 -20.06  O2 1.508, H7 1.090, H8 1.090, H9 1.090
2 O 2.01 44.32 -20.12  C1 1.508, C3 1.448
3 C 2.60 45.33 -20.97  O2 1.448, C4 1.504, H10 1.090, H11 1.090
4 C 2.43 44.96 -22.42  C3 1.504, O5 1.450, H12 1.090, H13 1.090
5 O 1.02 45.00 -22.76  C4 1.450, C6 1.419
6 C 0.60 44.32 -23.93  O5 1.419, H14 1.090, H15 1.090, H16 1.090
7 H 3.12 42.66 -21.03  C1 1.090
8 H 2.16 42.33 -19.46  C1 1.090
9 H 3.64 43.12 -19.44  C1 1.090
10 H 3.66 45.49 -20.80  C3 1.090
11 H 2.05 46.22 -20.65  C3 1.090
12 H 2.95 44.03 -22.66  C4 1.090
13 H 2.95 45.76 -22.95  C4 1.090
14 H 0.15 43.36 -23.68  C6 1.090
15 H 1.32 44.35 -24.74  C6 1.090
16 H -0.28 44.88 -24.28  C6 1.090
17 C -1.94 47.77 -23.16  O18 1.386, H23 1.090, H24 1.090, H25 1.090
18 O -0.99 47.77 -22.14  C17 1.386, C19 1.493
19 C -1.49 48.58 -20.99  O18 1.493, C20 1.583, H26 1.090, H27 1.090
20 C -0.27 49.03 -20.08  C19 1.583, O21 1.430, H28 1.090, H29 1.090
21 O 0.80 49.71 -20.73  C20 1.430, C22 1.412
22 C 1.74 48.88 -21.37  O21 1.412, H30 1.090, H31 1.090, H32 1.090
23 H -2.01 48.75 -23.63  C17 1.090
24 H -2.93 47.52 -22.80  C17 1.090
25 H -1.59 47.05 -23.90  C17 1.090
26 H -2.17 47.92 -20.45  C19 1.090
27 H -2.03 49.48 -21.26  C19 1.090
28 H 0.14 48.18 -19.52  C20 1.090
29 H -0.76 49.73 -19.40  C20 1.090
30 H 2.49 48.58 -20.63  C22 1.090
31 H 2.28 49.40 -22.15  C22 1.090
32 H 1.33 47.98 -21.83  C22 1.090
33 C -3.68 41.45 -23.50  O34 1.424, H39 1.090, H40 1.090, H41 1.090
34 O -3.83 41.88 -22.16  C33 1.424, C35 1.392
35 C -2.91 42.83 -21.72  O34 1.392, C36 1.505, H42 1.090, H43 1.090
36 C -3.79 43.91 -21.15  C35 1.505, O37 1.422, H44 1.090, H45 1.090
37 O -4.44 44.54 -22.24  C36 1.422, C38 1.398
38 C -5.40 45.50 -21.91  O37 1.398, H46 1.090, H47 1.090, H48 1.090
39 H -4.60 40.90 -23.72  C33 1.090
40 H -2.67 41.09 -23.72  C33 1.090
41 H -3.86 42.37 -24.06  C33 1.090
42 H -2.20 43.14 -22.49  C35 1.090
43 H -2.25 42.36 -21.00  C35 1.090
44 H -3.09 44.52 -20.59  C36 1.090
45 H -4.43 43.56 -20.34  C36 1.090
46 H -5.69 45.99 -22.84  C38 1.090
47 H -5.12 46.20 -21.12  C38 1.090
48 H -6.16 45.06 -21.27  C38 1.090
49 C 4.40 46.32 -15.85  O50 1.422, H55 1.090, H56 1.090, H57 1.090
50 O 3.78 47.38 -16.57  C49 1.422, C51 1.451
51 C 2.90 46.97 -17.64  O50 1.451, C52 1.569, H58 1.090, H59 1.090
52 C 1.56 46.34 -17.10  C51 1.569, O53 1.407, H60 1.090, H61 1.090
53 O 0.60 47.37 -17.14  C52 1.407, C54 1.403
54 C -0.67 46.99 -16.68  O53 1.403, H62 1.090, H63 1.090, H64 1.090
55 H 5.33 46.58 -15.35  C49 1.090
56 H 4.71 45.54 -16.55  C49 1.090
57 H 3.78 46.05 -15.00  C49 1.090
58 H 3.44 46.44 -18.43  C51 1.090
59 H 2.62 47.93 -18.08  C51 1.090
60 H 1.63 46.04 -16.06  C52 1.090
61 H 1.24 45.50 -17.71  C52 1.090
62 H -0.63 46.47 -15.72  C54 1.090
63 H -1.13 46.26 -17.34  C54 1.090
64 H -1.35 47.83 -16.59  C54 1.090
65 O -0.53 45.12 -19.72  H66 0.957, H67 0.957
66 H -0.75 45.48 -20.58  O65 0.957
67 H 0.41 44.95 -19.77  O65 0.957

Mulliken atomic charge list, values in e, 2 entries:
1 C -0.786
2 O -0.391

=====

2.
DFT (the ωB97M-V functional and the def2-TZVPD basis) results for 2 unconnected molecules or ions with the total composition C5H11NO2 in a non-equilibrium geometry.

Results
- SMILES: C=[N+]([O-])O.C=C(C)C
- Molecular weight: 117.148 g/mol
- Spin multiplicity: 1
- Net charge: 0
- E_HOMO: -9.060 eV
- LUMO level: 0.8 eV
- Kohn-Sham gap: 9.81 eV
- ΔE to the lowest compared entry with this formula, charge and spin: 6.134 eV

Last columns: bonded neighbours and bond lengths (Å).
Atoms and positions in Å:
1 C -2.18 -1.19 0.74  N2 1.273, H5 1.035, H6 1.143
2 N -2.19 -0.21 -0.07  C1 1.273, O3 1.208, O4 1.406
3 O -1.89 -0.11 -1.23  N2 1.208
4 O -2.59 1.03 0.46  N2 1.406, H7 0.973
5 H -2.61 -0.96 1.66  C1 1.035
6 H -1.93 -2.18 0.23  C1 1.143
7 H -2.15 1.71 -0.08  O4 0.973
8 C 1.48 -0.54 1.07  C9 1.308, H12 1.113, H13 1.170
9 C 1.18 0.11 -0.02  C8 1.308, C10 1.550, C11 1.497
10 C 1.21 -0.73 -1.33  C9 1.550, H14 1.123, H15 1.099, H16 1.047
11 C 1.16 1.60 -0.01  C9 1.497, H17 1.057, H18 1.224, H19 1.029
12 H 1.74 -1.61 1.23  C8 1.113
13 H 1.43 0.09 2.06  C8 1.170
14 H 0.43 -0.38 -2.06  C10 1.123
15 H 2.28 -0.71 -1.55  C10 1.099
16 H 1.04 -1.75 -1.15  C10 1.047
17 H 0.48 2.04 -0.69  C11 1.057
18 H 2.32 1.94 -0.17  C11 1.224
19 H 0.80 1.85 0.92  C11 1.029

Mulliken atomic charge list, values in e, 2 entries:
1 C -0.521
2 N 0.746

=====

3.
DFT (the ωB97M-V functional and the def2-TZVPD basis) results for 4 unconnected molecules or ions with the total composition C17H38BN3O7P in a non-equilibrium geometry.

Results
- Molecular weight: 438.291 g/mol
- Spin multiplicity: 1
- Net charge: +1
- E_HOMO: -11.960 eV
- LUMO level: -3.5 eV
- Kohn-Sham gap: 8.44 eV

Last columns: bonded neighbours and bond lengths (Å).
Atoms and positions in Å:
1 C 2.82 0.78 1.62  C2 1.523, H24 1.087, H25 1.088, H26 1.083
2 C 1.85 0.44 0.50  C1 1.523, C3 1.556, H27 1.086, H28 1.086
3 C 0.37 0.29 0.97  C2 1.556, C4 1.502, H29 1.090, H30 1.078
4 C -0.59 1.26 0.35  C3 1.502, C5 1.403, C19 1.412
5 C -0.74 1.24 -1.04  C4 1.403, C6 1.498, N10 1.343
6 C -0.09 0.27 -1.98  C5 1.498, C7 1.559, H31 1.077, H32 1.086
7 C -1.17 -0.60 -2.69  C6 1.559, C8 1.533, H33 1.089, H34 1.082
8 C -2.29 -1.04 -1.74  C7 1.533, N9 1.478, H35 1.089, H36 1.089
9 N -2.97 -2.23 -2.29  C8 1.478, H37 1.010, H38 1.011
10 N -1.57 2.12 -1.63  C5 1.343, C11 1.344, H39 1.015
11 C -2.31 3.02 -0.96  N10 1.344, P12 1.862, C15 1.387
12 P -3.37 4.05 -2.09  C11 1.862, N13 1.719, O14 1.627
13 N -4.88 3.37 -1.62  P12 1.719, H40 1.017, H41 1.017
14 O -3.43 5.50 -1.36  P12 1.627, H42 0.966
15 C -2.22 3.08 0.42  C11 1.387, B16 1.606, C19 1.419
16 B -3.13 4.13 1.23  C15 1.606, O17 1.352, O18 1.358
17 O -4.48 4.14 1.13  B16 1.352, H43 0.961
18 O -2.48 5.02 2.02  B16 1.358, H44 0.967
19 C -1.35 2.18 1.10  C4 1.412, C15 1.419, C20 1.497
20 C -1.29 2.20 2.59  C19 1.497, C21 1.548, H45 1.080, H46 1.077
21 C -2.40 1.24 3.08  C20 1.548, C22 1.488, O23 1.365, H47 1.084
22 C -1.95 0.07 3.89  C21 1.488, O23 1.550, H48 1.079, H49 1.078
23 O -2.46 0.04 2.43  C21 1.365, C22 1.550
24 H 2.40 1.42 2.39  C1 1.087
25 H 3.64 1.35 1.18  C1 1.088
26 H 3.28 -0.10 2.06  C1 1.083
27 H 1.91 1.17 -0.30  C2 1.086
28 H 2.14 -0.51 0.06  C2 1.086
29 H 0.01 -0.71 0.74  C3 1.090
30 H 0.38 0.35 2.05  C3 1.078
31 H 0.55 -0.41 -1.45  C6 1.077
32 H 0.46 0.82 -2.74  C6 1.086
33 H -1.62 0.00 -3.48  C7 1.089
34 H -0.72 -1.50 -3.09  C7 1.082
35 H -3.03 -0.25 -1.64  C8 1.089
36 H -1.89 -1.26 -0.76  C8 1.089
37 H -3.93 -2.01 -2.49  N9 1.010
38 H -3.01 -2.95 -1.58  N9 1.011
39 H -1.66 2.10 -2.64  N10 1.015
40 H -5.64 4.00 -1.87  N13 1.017
41 H -4.99 2.57 -2.24  N13 1.017
42 H -2.54 5.77 -1.13  O14 0.966
43 H -4.85 3.32 0.79  O17 0.961
44 H -3.13 5.53 2.52  O18 0.967
45 H -1.53 3.18 2.99  C20 1.080
46 H -0.36 1.84 2.99  C20 1.077
47 H -3.33 1.69 3.39  C21 1.084
48 H -0.97 -0.34 3.70  C22 1.079
49 H -2.66 -0.62 4.31  C22 1.078
50 C 4.86 -3.02 1.24  O51 1.434, H52 1.087, H53 1.091, H54 1.090
51 O 3.61 -2.44 0.86  C50 1.434, H55 0.963
52 H 5.16 -2.58 2.18  C50 1.087
53 H 4.76 -4.10 1.37  C50 1.091
54 H 5.63 -2.82 0.49  C50 1.090
55 H 3.35 -2.84 0.03  O51 0.963
56 C -0.19 -3.97 -0.14  O57 1.426, H58 1.086, H59 1.092, H60 1.095
57 O 1.11 -3.39 -0.32  C56 1.426, H61 0.963
58 H -0.38 -4.62 -0.99  C56 1.086
59 H -0.23 -4.55 0.78  C56 1.092
60 H -0.96 -3.19 -0.12  C56 1.095
61 H 1.28 -2.82 0.43  O57 0.963
62 C 7.53 -4.02 -2.41  O63 1.427, H64 1.086, H65 1.092, H66 1.093
63 O 6.63 -4.50 -1.40  C62 1.427, H67 0.960
64 H 8.54 -4.10 -2.01  C62 1.086
65 H 7.45 -4.63 -3.31  C62 1.092
66 H 7.33 -2.98 -2.65  C62 1.093
67 H 5.74 -4.43 -1.75  O63 0.960

Mulliken atomic charge list, values in e, 2 entries:
1 C -1.385
2 C -0.144

=====

4.
DFT (the ωB97M-V functional and the def2-TZVPD basis) results for C5H11N in the gas phase in a non-equilibrium geometry.

Results
- SMILES: CCN1C[C@@H]1C
- Molecular weight: 85.150 g/mol
- Spin multiplicity: 1
- Net charge: 0
- E_HOMO: -8.164 eV
- LUMO level: 1.2 eV
- Kohn-Sham gap: 9.38 eV
- ΔE to the lowest compared entry with this formula, charge and spin: 3.099 eV

Last columns: bonded neighbours and bond lengths (Å).
Atoms and positions in Å:
1 C -2.60 -0.01 -0.31  C2 1.475, H7 1.087, H8 1.092, H9 1.123
2 C -1.39 -0.49 0.39  C1 1.475, N3 1.445, H10 1.081, H11 1.086
3 N -0.09 -0.06 -0.06  C2 1.445, C4 1.476, C5 1.492
4 C 0.56 1.26 0.06  N3 1.476, C5 1.509, H12 1.086, H13 1.159
5 C 1.29 0.01 0.51  N3 1.492, C4 1.509, C6 1.580, H14 1.121
6 C 2.52 -0.46 -0.36  C5 1.580, H15 1.178, H16 1.060, H17 1.104
7 H -2.10 -0.06 -1.28  C1 1.087
8 H -3.01 0.98 -0.13  C1 1.092
9 H -3.50 -0.68 -0.44  C1 1.123
10 H -1.40 -1.57 0.39  C2 1.081
11 H -1.41 -0.14 1.42  C2 1.086
12 H 0.33 1.97 0.85  C4 1.086
13 H 0.92 1.76 -0.92  C4 1.159
14 H 1.34 -0.58 1.46  C5 1.121
15 H 2.59 -1.63 -0.51  C6 1.178
16 H 2.59 -0.15 -1.36  C6 1.060
17 H 3.36 -0.14 0.29  C6 1.104

Mulliken atomic charge list, values in e, 2 entries:
1 C -1.128
2 C -0.343